(1)
{"formula": "C2H6FO2P", "method": "ωB97M-V with the def2-TZVPD basis set", "e_homo_ev": -9.584, "lumo_energy_ha": -0.0127, "gap_ev": 9.2, "spin_multiplicity": 1, "relative_energy_kcal_mol": 94.8, "elements": ["P", "F", "O", "O", "C", "C", "H", "H", "H", "H", "H", "H"], "positions_angstrom": [[-0.60400, -0.47917, -0.46606], [1.36598, -1.66964, 0.63810], [-0.99310, 0.21494, 0.87590], [0.16213, 0.70561, -0.99187], [1.04847, 0.87804, -2.09171], [-1.11214, -0.51923, 2.18412], [-0.80972, -1.53565, 1.81823], [0.63634, 1.86302, -2.44125], [-0.43377, -0.03209, 2.79923], [0.81385, 0.25734, -2.88142], [-2.10632, -0.38873, 2.38595], [2.03226, 0.70557, -1.82921]], "atomic_forces_ev_per_a": [[1.0, -2.6, 2.3], [-2.0, 1.1, -1.1], [-0.3, 0.1, 0.6], [1.4, 1.3, -0.5], [-3.2, 2.5, -0.5], [1.3, -1.6, -4.4], [-0.2, 0.5, 1.7], [1.8, -0.4, 0.1], [1.1, 0.5, 1.3], [-0.6, -1.9, -1.6], [-2.3, 0.0, 1.2], [2.0, 0.4, 0.9]]}



(2)
{"formula": "C6H5ClO3", "method": "ωB97M-V with the def2-TZVPD basis set", "e_homo_ev": [-6.879, -9.909], "lumo_energy_ha": [0.0262, -0.1298], "gap_ev": [7.6, 6.4], "spin_multiplicity": 3, "elements": ["Cl", "O", "O", "O", "C", "C", "C", "C", "C", "C", "H", "H", "H", "H", "H"], "positions_angstrom": [[1.13488, 2.07072, 1.33391], [-1.67374, 1.76142, -1.32757], [1.99270, -2.47277, 0.43838], [-1.02160, 2.14629, -0.11529], [-0.49906, 0.00158, 1.20075], [1.33846, -0.67641, -0.85776], [0.02380, 1.05472, 0.27078], [0.09010, -1.23098, 1.25616], [1.25498, -1.58799, 0.28517], [0.91270, 0.62581, -0.78350], [1.23096, 1.38754, -1.47295], [-0.20341, -1.93918, 2.00948], [1.91866, -0.84921, -1.70189], [-1.46964, 0.05093, 1.67340], [-1.48263, 2.37076, -2.09250]], "atomic_forces_ev_per_a": [[0.1, 0.8, 0.5], [-0.5, -0.6, -0.7], [4.5, -6.3, 1.2], [1.7, -1.2, -0.2], [0.3, -1.4, -1.8], [-0.4, 1.7, 1.5], [-1.3, 1.6, 1.0], [1.2, 0.8, -1.1], [-6.5, 7.2, -0.9], [-1.2, -1.6, -0.1], [-0.1, -0.1, -0.4], [0.2, -0.4, -0.1], [1.4, -1.1, -1.0], [0.1, 0.7, 0.3], [0.6, -0.2, 1.7]]}



(3)
{"formula": "C8H9N6", "method": "ωB97M-V with the def2-TZVPD basis set", "charge": 1, "e_homo_ev": -13.471, "lumo_energy_ha": -0.1217, "gap_ev": 10.2, "spin_multiplicity": 1, "relative_energy_kcal_mol": 21.9, "elements": ["N", "N", "N", "N", "N", "N", "C", "C", "C", "C", "C", "C", "C", "C", "H", "H", "H", "H", "H", "H", "H", "H", "H"], "positions_angstrom": [[0.31902, 3.23666, -1.17341], [-1.52044, 1.69241, -1.29147], [-1.01425, -4.35982, 1.73418], [-1.77480, -0.29654, 0.64594], [1.92811, -0.10695, 2.91795], [0.64641, -2.43752, -1.68234], [0.02246, 1.91353, -0.92422], [0.70296, -2.68908, 0.88846], [0.32168, -1.37617, 1.47278], [1.09478, -0.78094, 2.35873], [-0.17294, -3.67302, 1.41088], [-0.55724, 1.11355, -2.17201], [-0.83722, -0.72908, 1.09522], [0.60073, -2.59476, -0.55517], [-2.25424, 2.35713, -1.52128], [-2.04173, 1.07541, -0.74960], [0.80233, 3.59981, -1.95609], [-0.32600, 1.68865, -3.01770], [1.77633, -3.07234, 1.09268], [-0.51883, 0.01119, -2.22623], [1.98652, 0.16721, 3.92322], [0.44078, 3.76580, -0.32270], [0.37559, 1.49488, 0.05219]], "atomic_forces_ev_per_a": [[0.1, 0.1, 1.6], [-0.9, 0.6, 0.3], [-1.1, -1.2, 0.7], [-2.8, 1.4, -1.1], [-1.2, 0.0, 0.5], [-0.2, 0.2, -0.9], [-1.4, -0.3, -1.9], [2.2, -0.9, -0.1], [1.4, 0.2, 1.1], [1.9, 1.6, 1.0], [-0.5, -0.6, -0.3], [2.1, -0.1, 2.4], [1.3, -1.1, 0.4], [0.3, -0.1, 0.0], [1.0, 1.1, -0.7], [-0.5, -2.3, 1.6], [0.5, -0.2, -0.8], [-0.2, 0.3, -1.4], [-1.4, 1.2, 0.0], [0.0, 0.8, 0.1], [0.0, -0.8, -1.0], [0.2, 0.2, -0.3], [-0.9, 0.0, -1.2]]}



(4)
{"formula": "H3IN2", "method": "ωB97M-V with the def2-TZVPD basis set", "e_homo_ev": -8.799, "lumo_energy_ha": -0.0186, "gap_ev": 8.3, "smiles": "NNI", "spin_multiplicity": 1, "relative_energy_kcal_mol": 17.1, "elements": ["I", "N", "N", "H", "H", "H"], "positions_angstrom": [[1.88657, -1.14290, -0.14538], [0.37595, 0.27753, 0.38984], [-0.86550, 0.24013, -0.20558], [-0.96874, -0.62853, -0.72169], [0.32004, 0.30749, 1.60952], [-0.74833, 0.94627, -0.92672]], "atomic_forces_ev_per_a": [[-1.0, 0.6, 0.3], [2.0, 0.5, 5.5], [0.1, -0.2, -1.0], [-0.5, -0.2, 0.3], [0.0, -0.8, -4.8], [-0.6, 0.0, -0.2]]}



Number 1: calculated total energy -18270.3950 eV. Number 2: calculated total energy -24959.7830 eV. Number 3: calculated total energy -17371.2493 eV. Number 4: calculated total energy -11126.9517 eV.